Arrangement P

Molecular formula: C2H3NO
Method: DFT, ωB97M-V/def2-TZVPD

Computed properties:
HOMO-LUMO gap in eV: 9.99
HOMO level in eV: -10.795
Total charge: 0

Atoms and positions in Å:
H1 -0.380 -1.445 -0.752
H2 -0.440 -1.223 1.055
O1 -0.561 1.085 -0.151
N1 1.681 0.847 -0.048
C1 1.147 -0.183 0.062
H3 -1.317 1.709 -0.259
C2 -0.130 -0.790 0.094



Arrangement Q

Molecular formula: C2H3NO
Method: DFT, ωB97M-V/def2-TZVPD

Computed properties:
HOMO-LUMO gap in eV: 10.97
HOMO level in eV: -10.086
Total charge: 0
SMILES: C#N.C=O

Atoms and positions in Å:
H1 -2.659 -1.039 -1.090
C1 -1.701 -1.429 -0.926
C2 1.260 1.069 0.668
H2 1.961 1.276 1.530
H3 0.219 0.728 0.976
O1 1.610 1.297 -0.455
N1 -0.689 -1.903 -0.703



Least stable of them? arrangement P.



Arrangement P

Molecular formula: C6H14N2O4
Method: DFT, ωB97M-V/def2-TZVPD

Computed properties:
HOMO-LUMO gap in eV: 7.96
HOMO level in eV: -7.175
Total charge: 0
SMILES: NC(N)=C(O)O.CCOC(C)=O

Atoms and positions in Å:
C1 -0.055 1.022 2.067
C2 -0.980 2.677 -0.639
H1 1.094 1.163 -1.674
H2 0.026 0.442 -2.699
H3 -0.190 2.077 1.851
O1 1.519 0.751 0.270
H4 -2.258 0.208 -1.940
H5 1.314 -1.144 -0.899
N1 0.209 1.284 -2.166
O2 -2.000 2.960 0.231
H6 0.599 -3.468 0.961
C3 0.602 -1.723 -0.301
O3 0.040 -0.880 0.703
N2 -1.791 0.443 -1.068
H7 2.129 -2.582 0.957
H8 0.630 0.935 2.910
C4 -0.847 1.490 -1.241
H9 -1.872 3.873 0.517
C5 0.571 0.326 0.891
H10 -0.232 -2.049 -0.930
C6 1.299 -2.916 0.339
H11 1.682 -3.574 -0.437
H12 0.599 3.408 -1.396
H13 -2.483 0.721 -0.383
H14 -1.004 0.558 2.317
O4 -0.061 3.693 -0.750



Arrangement Q

Molecular formula: C6H14N2O4
Method: DFT, ωB97M-V/def2-TZVPD

Computed properties:
HOMO-LUMO gap in eV: 10.13
HOMO level in eV: -9.429
Total charge: 0
SMILES: C[C@@](O)(CCO)C(N)(N)C(=O)O

Atoms and positions in Å:
C1 0.714 -1.037 0.305
H1 -1.386 2.164 -0.891
H2 1.835 1.232 0.727
O1 3.091 -0.512 0.086
N1 -2.028 1.463 -0.570
C2 1.076 1.543 0.141
C3 2.075 -1.420 -0.371
N2 -1.284 0.696 1.599
H3 1.928 -1.344 -1.498
H4 -0.036 -0.700 -1.923
C4 -1.260 0.476 0.192
O2 0.333 0.123 -1.736
H5 -2.251 0.806 1.954
H6 -2.644 1.190 -1.299
H7 -0.545 1.382 1.719
H8 -2.407 -0.955 1.687
H9 0.562 2.427 0.465
H10 3.931 -0.786 -0.380
H11 2.346 -2.499 -0.106
O3 -2.054 -1.249 -1.250
H12 -0.169 -1.765 0.042
H13 1.590 1.713 -0.752
C5 -1.984 -0.823 -0.110
H14 0.946 -0.936 1.394
C6 0.222 0.249 -0.322
O4 -2.602 -1.439 0.898



Least stable of them? arrangement Q.



Arrangement P

Molecular formula: CH4NO3
Method: DFT, ωB97M-V/def2-TZVPD

Computed properties:
HOMO-LUMO gap in eV: 8.90
HOMO level in eV: -4.539
Total charge: -1

Atoms and positions in Å:
H1 2.020 1.076 0.501
N1 -0.415 0.082 -1.028
H2 1.005 0.159 1.099
O1 1.903 0.536 1.302
C1 -1.222 -0.514 0.101
O2 -0.509 -0.758 1.085
O3 -2.395 -0.583 -0.215
H3 0.494 -0.209 -0.966
H4 -0.881 0.210 -1.878



Arrangement Q

Molecular formula: CH4NO3
Method: DFT, ωB97M-V/def2-TZVPD

Computed properties:
HOMO-LUMO gap in eV: 8.45
HOMO level in eV: -4.076
Total charge: -1

Atoms and positions in Å:
O1 -0.442 0.666 0.164
N1 1.311 -0.967 0.463
H1 -0.120 2.152 -1.988
H2 -0.739 0.858 -1.775
O2 -0.207 1.312 -2.442
O3 -0.705 -0.903 1.736
C1 -0.032 -0.349 0.809
H3 1.158 -1.977 0.532
H4 1.550 -0.770 -0.524



Least stable of them? arrangement Q.



Arrangement P

Molecular formula: C3H10N2O
Method: DFT, ωB97M-V/def2-TZVPD

Computed properties:
HOMO-LUMO gap in eV: 9.58
HOMO level in eV: -8.824
Total charge: 0
SMILES: NC=O.CNC

Atoms and positions in Å:
N1 -1.442 -0.247 1.516
H1 0.610 -0.259 2.043
C1 -0.259 -0.927 2.026
O1 2.544 0.649 -4.825
H2 1.176 -0.265 -2.165
H3 2.903 -0.014 -2.592
H4 -0.113 -1.789 1.404
H5 -2.686 1.392 1.863
H6 -0.321 -1.151 3.106
C2 1.694 0.193 -4.107
N2 1.938 -0.209 -2.817
H7 0.633 0.025 -4.380
H8 -1.774 0.803 3.305
C3 -1.737 0.988 2.221
H9 -2.187 -0.916 1.414
H10 -0.978 1.726 1.987



Arrangement Q

Molecular formula: C3H10N2O
Method: DFT, ωB97M-V/def2-TZVPD

Computed properties:
HOMO-LUMO gap in eV: 9.03
HOMO level in eV: -8.406
Total charge: 0

Atoms and positions in Å:
H1 -1.211 -0.311 -2.103
C1 0.798 1.619 0.762
N1 -1.155 -0.129 -0.088
C2 1.654 0.560 0.814
H2 -0.470 0.703 0.247
H3 1.735 -0.048 1.703
H4 0.296 1.975 1.656
N2 -1.649 0.234 -1.368
H5 0.069 -1.681 -1.207
C3 0.290 -1.434 -0.171
H6 -2.655 0.099 -1.415
H7 0.811 2.295 -0.087
H8 -0.198 -2.133 0.504
H9 1.338 -1.673 -0.014
H10 2.380 0.389 0.031
O1 -2.033 -0.464 0.736



Arrangement R

Molecular formula: C3H10N2O
Method: DFT, ωB97M-V/def2-TZVPD

Computed properties:
HOMO-LUMO gap in eV: 10.07
HOMO level in eV: -9.088
Total charge: 0
SMILES: [H]/N=C\N.CCO

Atoms and positions in Å:
H1 2.604 -2.521 4.100
H2 1.154 0.343 3.749
H3 -0.705 0.848 -5.793
C1 1.011 -0.696 4.062
O1 2.674 -2.295 3.168
N1 -1.892 2.477 -4.056
H4 0.646 -2.138 2.532
H5 -2.676 2.776 -3.513
H6 -1.440 2.931 -4.828
H7 -0.046 -0.852 4.226
H8 -2.795 0.666 -3.820
C2 -1.914 1.109 -4.299
H9 1.669 -0.693 4.930
N2 -1.561 0.510 -5.356
H10 1.769 -0.920 2.026
C3 1.504 -1.547 2.872



Least stable of them? arrangement Q.